Here is an isolated molecule of C5H4N4O in a non-equilibrium geometry from OMol25. Energies are from ωB97M-V/def2-TZVPD.

Summary:
Orbital gap in eV: 10.6
SMILES: C[C@@]1(C#N)N2N(C#N)[C@@]21O
Multiplicity: 1
Energy above the lowest of the compared OMol25 structures with the same formula, charge and spin in eV: 4.9569

```
14
Properties=species:S:1:pos:R:3:mulliken_charge:R:1
H -1.4038 -2.0141 0.8962 0.30
N 2.8197 -0.4394 0.9449 -0.38
C -0.7129 -1.2676 1.4571 -1.41
N 0.7903 0.7191 -1.1694 -0.25
C 0.7061 1.3228 -2.3052 0.43
O -1.3042 1.4868 -0.1100 -0.49
H -1.3473 -0.4597 1.8653 0.33
N -0.0390 -0.5148 -0.8733 -0.61
H -1.7090 1.4949 -0.9061 0.32
N 0.8249 1.8253 -3.3361 -0.45
C 1.6899 -0.5274 0.8735 0.05
C -0.2467 0.7095 -0.1764 0.72
C 0.2979 -0.4537 0.6177 1.02
H -0.3659 -1.8817 2.2218 0.41
```